No. 1
The following is a DFT calculation (ωB97M-V/def2-TZVPD) of C42H65F6N11O12S2V as an isolated structure.

The LUMO energy (alpha / beta) comes out at -0.54 / 0.73 eV. The multiplicity is 3. As for the net charge: -1. The gap between HOMO and LUMO (alpha / beta) is 4.48 / 5.75 eV.

Cartesian coordinates (Å):
N1 -0.79529 6.65799 1.01086
C1 4.50877 -1.26474 -2.51795
C2 0.34764 7.49323 1.46320
H1 2.79837 -5.85860 2.18009
H2 -0.87238 -0.40713 -3.96902
H3 0.01646 -1.33034 -6.06029
H4 -0.92389 -3.91525 -2.02609
H5 1.61301 -4.16917 4.46433
H6 6.67169 -1.92953 -2.42551
H7 -4.42502 -0.88720 0.27993
H8 -0.49244 8.84208 -0.01629
S1 0.85374 1.12758 4.36066
C3 5.53821 0.09628 1.01553
H9 0.79333 -4.67667 2.93104
H10 -5.98092 -2.85731 1.56036
H11 3.55484 -1.62937 5.79816
H12 -2.00692 5.09090 1.74383
H13 2.72302 1.50467 1.38012
O1 -3.77634 -1.71906 3.86888
H14 3.90017 0.18555 -0.36118
C4 0.30982 2.76398 3.37697
C5 -0.03225 -6.35531 -4.05383
H15 1.24783 6.88253 1.53252
H16 0.02091 7.77443 2.46434
C6 1.88825 1.36062 -5.51166
C7 -3.10360 -2.11700 -5.50243
C8 0.45521 8.71599 0.50729
H17 3.66393 -5.08725 3.56339
C9 -0.28352 -5.33858 -4.88718
F1 -1.11998 1.65660 -1.56781
C10 2.65968 -3.03838 1.53197
N2 4.30777 0.45904 0.52153
C11 -0.92863 1.12506 -0.30575
N3 2.01523 -2.90982 2.90075
C12 0.64792 3.21889 -5.00605
H18 6.19607 -0.45083 0.35651
H19 -1.01206 4.52494 -1.68428
H20 2.45267 -4.24030 -0.29050
H21 3.06813 2.39617 -7.01434
F2 -0.84810 2.44599 2.74600
H22 -2.50217 5.63840 3.87591
N4 -3.61274 -2.61025 -0.59667
H23 -5.29519 -5.14736 0.62423
C13 -6.27683 3.86033 0.51007
C14 4.60573 1.24164 2.56633
O2 -2.86992 -4.31915 3.04093
H24 -3.20097 -4.59587 -1.16911
C15 -0.50235 -4.58351 -2.76238
H25 -2.86202 -2.21218 -1.14261
F3 -2.10168 1.07835 0.37509
O3 -1.98478 -0.94583 3.06466
C16 0.93909 1.90400 -4.60864
H26 0.08660 -7.37138 -4.40006
H27 6.64836 0.34571 2.94584
C17 5.05093 -3.43307 -2.65064
O4 0.73535 -0.04466 3.45270
H28 0.51427 5.25949 0.20199
F4 1.24996 3.04279 2.52632
O5 2.20303 1.33707 4.78062
H29 1.35208 4.20021 -6.84121
H30 2.52438 -1.48663 -2.85940
H31 -4.09265 -2.54269 -5.58585
H32 -3.24481 -0.95229 -3.53864
H33 -5.78262 2.11647 3.34535
C18 3.68515 -3.29446 -2.83668
H34 1.12582 -3.16712 0.01426
H35 -2.69162 7.22143 2.94443
N5 -3.18425 -0.73359 3.47714
C19 1.71591 -4.32115 3.38989
C20 -6.84873 3.24849 1.62863
F5 0.19150 3.79532 4.17045
H36 0.71650 9.65861 0.98822
H37 -1.06540 -3.39989 -4.46909
N6 -1.47545 -0.87555 -4.63006
H38 3.64296 -3.50797 1.50473
O6 1.10652 -0.47743 -1.07016
O7 -0.21765 1.06799 5.39795
H39 1.23574 -4.66950 0.82395
H40 2.93655 -2.04974 1.16585
C21 -0.35094 5.85082 -0.09777
C22 3.68788 1.05224 1.55551
H41 4.37278 1.78144 3.47228
S2 -0.20422 -0.68228 -0.47506
C23 -5.85330 2.56551 2.36568
C24 -4.36160 -1.96512 0.30082
C25 -5.09111 -3.00376 0.96608
H42 -4.24896 4.11700 -0.07044
O8 -3.76007 0.32327 3.47408
C26 -1.41442 4.92641 -0.75421
C27 -1.00408 -1.50249 -5.75167
N7 3.37404 -1.98196 -2.62958
C28 -2.75897 -1.21738 -4.46604
N8 1.42717 3.47949 -6.13763
H43 2.42054 -3.03347 5.85821
H44 3.51645 -1.36761 3.35723
C29 -2.02264 -2.21328 -6.32197
C30 5.76211 0.49328 2.34652
C31 -2.03130 6.42371 3.28458
H45 -7.91237 3.22904 1.81485
C32 5.62025 -2.16674 -2.49333
C33 2.70537 -5.43876 3.18168
O9 -1.21311 -1.42572 -1.22355
C34 1.84343 -3.82079 0.51009
N9 -2.01785 -4.40354 2.13355
H46 0.17932 -6.45631 -1.89055
H47 0.06305 6.61514 -0.75543
H48 -0.49006 5.36368 2.68065
H49 0.02220 3.92633 -4.48222
H50 1.11108 8.40016 -0.30400
H51 4.41903 -0.19126 -2.59538
N10 -4.67959 2.76305 1.65308
N11 -0.65134 -4.23802 -4.08673
C35 -1.31708 5.83222 2.14717
H52 -6.73217 4.60840 -0.12195
C36 -3.74021 -3.95935 -0.48320
H53 -2.38165 5.40834 -0.89681
F6 -0.04624 1.86223 0.30269
H54 -1.34732 6.99754 3.90986
C37 2.70647 -2.12568 5.32693
C38 -4.94203 3.58999 0.56858
H55 1.85675 -1.44302 5.32112
H56 -3.74654 2.47814 1.91452
H57 -1.60330 4.05466 -0.12774
H58 2.25992 0.34672 -5.49483
H59 -0.47917 -5.28722 -5.94806
O10 -1.96027 -5.38291 1.39948
C39 -4.75951 -4.24419 0.37178
C40 2.20569 2.39409 -6.36427
H60 -1.96811 -2.74478 -7.26056
O11 -0.02882 -1.18063 0.89183
C41 3.06688 -2.26561 3.78100
O12 -1.05235 -3.60175 2.26603
V1 0.02002 -1.76598 2.75839
H61 5.49674 -4.40470 -2.80426
H62 3.94925 -2.89987 3.69587
H63 0.53336 1.30947 -3.80345
C42 -0.00109 -5.82638 -2.74905
H64 2.55475 -6.34129 3.77401
H65 2.89137 -4.02620 -2.80685

=====

No. 2
The following is a DFT calculation (ωB97M-V/def2-TZVPD) of one molecule with the formula C4H12N2.

The LUMO energy comes out at 1.12 eV. The multiplicity is 1. The gap between HOMO and LUMO is 9.84 eV. As for the SMILES: CN[C@@H](C)CN.

Cartesian coordinates (Å):
C1 -0.43290 0.51082 0.92346
H1 0.52831 0.08430 1.48957
C2 -0.17826 -1.64062 -0.25037
H2 -2.07678 1.09868 2.07399
H3 2.35799 -0.53380 -0.78295
H4 -1.58920 -0.05831 -0.76656
N1 -1.55679 0.27385 1.80610
H5 -2.25952 -0.34869 1.34497
H6 0.17312 -2.03874 -1.26810
N2 0.51785 0.63297 -1.23186
H7 -0.14327 1.62015 0.82631
H8 0.38470 0.41375 -2.14989
H9 2.24856 1.13479 0.02556
H10 0.73451 -1.81489 0.46788
H11 2.43271 0.92074 -1.84152
C3 -0.46744 -0.14922 -0.40704
H12 -0.88533 -2.11771 0.43408
C4 1.97305 0.49435 -0.91156

=====

No. 3
The following is a DFT calculation (ωB97M-V/def2-TZVPD) of a 3-piece molecular cluster, C3H15N2O2S overall.

The LUMO energy (alpha / beta) comes out at 0.63 / 0.43 eV. The multiplicity is 2. The gap between HOMO and LUMO (alpha / beta) is 3.21 / 9.90 eV.

Cartesian coordinates (Å):
H1 -0.15965 -1.16130 0.50107
H2 1.00393 0.40689 3.45503
C1 0.73880 -0.58334 0.28526
C2 1.58339 -1.38944 -0.68897
H3 0.90914 1.60350 0.04114
C3 1.45258 -0.49873 1.63696
H4 1.63938 -1.52860 1.98059
H5 -3.05088 -0.51346 0.14830
H6 -0.02736 0.76308 -1.14016
H7 -0.48490 1.12407 0.34860
H8 1.50153 -2.42981 -0.38901
H9 -0.30003 -0.20727 2.64278
N1 0.59212 0.26689 2.54250
O1 -3.06636 0.36911 -0.23682
H10 -1.65837 2.64905 -2.06261
H11 2.51952 -0.99998 -1.05579
H12 -2.38750 1.28921 -2.33181
H13 1.31315 -0.94815 -3.21113
O2 -1.71456 1.72021 -1.79800
H14 2.42557 -0.00773 1.65397
N2 0.35297 0.75715 -0.17898
H15 -3.78018 0.89806 0.12872
S1 0.59770 -1.57940 -2.27166

=====

No. 4
The following is a DFT calculation (ωB97M-V/def2-TZVPD) of C4H6BrClO as an isolated structure.

The LUMO energy comes out at 0.68 eV. The multiplicity is 1. The gap between HOMO and LUMO is 10.48 eV.

Cartesian coordinates (Å):
C1 1.08505 -0.52100 1.75646
H1 0.69270 -1.25522 2.42803
H2 -0.68252 0.63954 -2.83319
H3 1.36451 0.19937 2.39472
C2 -0.07185 -0.34395 0.73468
H4 1.34017 0.06222 -0.81996
H5 1.93940 -0.91157 1.11942
C3 0.26038 -0.05135 -0.67370
O1 -0.14753 -1.31076 -0.27240
Cl1 -2.54138 -0.06377 -1.78151
Br1 -1.14442 2.66774 -1.31989
H6 -1.04258 0.06715 1.07956
C4 -1.05192 0.82162 -1.81223

=====

No. 5
The following is a DFT calculation (ωB97M-V/def2-TZVPD) of a 2-piece molecular cluster, C17H41N3O3PS overall.

The LUMO energy comes out at -2.65 eV. The multiplicity is 1. As for the net charge: +1. The gap between HOMO and LUMO is 7.45 eV.

Cartesian coordinates (Å):
H1 1.77880 1.90139 3.10239
H2 -5.71783 -4.28622 1.83014
C1 -3.15731 -4.00055 0.92685
P1 6.97589 2.72719 -0.30849
H3 -4.13277 -4.57324 -0.87230
H4 -2.37260 -3.00840 2.41724
H5 -3.42942 4.07995 -1.12496
H6 6.13092 0.57498 0.80207
C2 3.73112 -0.16680 1.20687
O1 5.82946 0.18493 -2.89913
C3 -2.39577 1.60132 -0.22800
H7 -5.18394 -2.01183 1.76554
O2 7.14556 2.00860 -3.00431
H8 4.32794 -1.20243 -0.59176
H9 0.99155 1.19944 0.26728
H10 -7.20862 -3.88553 0.95465
H11 -5.60279 -2.30541 -1.86908
H12 -2.62437 3.23237 -2.46160
H13 -0.59736 0.21355 2.37494
H14 -2.20144 -4.33274 0.51149
H15 6.34462 2.72609 0.93792
H16 -6.14482 -5.17853 0.34428
H17 -7.15423 -2.73398 -1.10627
H18 3.78403 0.43521 -0.87156
C4 4.36456 -0.18698 -0.18679
H19 -1.47130 3.47887 0.37076
C5 -2.45904 3.78003 -1.52952
H20 3.15401 1.84161 0.73696
H21 1.61822 0.19744 2.70799
C6 -5.46919 -1.88109 0.73000
H22 -0.88792 0.03527 -0.28709
H23 -1.25023 1.82456 2.12742
N1 5.98421 1.53200 -1.06466
C7 3.20897 1.22416 1.64096
C8 -6.13194 -3.05413 -1.28566
H24 8.17741 2.05229 -0.04038
C9 0.70542 1.54215 1.26823
C10 -1.53592 0.52624 0.44698
C11 -1.67271 2.91435 -0.54405
H25 -6.48437 -1.49627 0.66561
H26 -4.77825 -1.20760 0.23130
O3 -2.99776 -2.83179 1.70715
N2 -5.44192 -3.21126 0.03214
C12 -6.17878 -4.21651 0.85003
H27 -3.26357 1.81651 0.40582
H28 -2.75809 1.20604 -1.18615
H29 6.36387 2.18202 -4.78987
H30 2.88041 -0.85876 1.19841
H31 3.91541 1.70757 2.31906
H32 -3.56204 -4.82607 1.52064
H33 -3.58005 -2.88792 -0.85727
C13 1.80564 1.18555 2.27527
H34 -1.90888 4.68956 -1.78385
H35 -2.21542 -0.24962 0.82555
H36 0.66595 2.63507 1.20519
C14 5.81822 0.31418 -0.21518
N3 6.40213 2.78930 -3.97359
C15 6.27635 1.17588 -2.38088
H37 -6.12576 -4.00866 -1.80541
H38 7.04717 3.54642 -4.16958
H39 6.49891 -0.46744 -0.55956
H40 4.45035 -0.53230 1.94561
C16 -4.03377 -3.67772 -0.25937
H41 -0.70283 2.68113 -0.99942
C17 -0.69455 1.01734 1.63745
S1 7.15050 4.49921 -1.03442

=====

Relative energy (zero: lowest compared OMol25 entry of this formula, charge and spin) readings, ordered: 0.0 185.3 114.8 198.6 55.0 kJ/mol